Computed, not measured: an isolated molecule of C11H21NO, with ωB97M-V with the def2-TZVPD basis set.

Properties
SMILES string	C[C@@H]1[C@H]2CN(C)C[C@@H](C)[C@@H]2C[C@H]1O
orbital gap	8.839	eV
energy above the lowest of the compared OMol25 structures with the same formula, charge and spin	254.60	kJ/mol
HOMO energy	-7.9	eV
spin multiplicity	1

Last column: natural (NBO) charge in e.
CARTESIAN COORDINATES (ANGSTROEM)
C: 0.34433 -2.44196 -1.99657  -0.63
C: -0.47272 -1.72372 -0.89476  -0.21
C: -0.04216 -0.35453 -0.56892  -0.24
C: -0.24370 0.67184 -1.63547  -0.21
N: 0.31633 1.91532 -1.10825  -0.46
C: 1.79159 2.05350 -1.30850  -0.42
C: -0.19777 2.37272 0.21782  -0.22
C: 0.01072 1.30028 1.33711  -0.22
C: -0.60828 1.61435 2.64867  -0.61
C: -0.68453 0.08555 0.72675  -0.21
C: -0.53156 -1.24509 1.53130  -0.43
C: -0.26096 -2.36147 0.50046  0.13
O: -0.90298 -3.54366 0.82579  -0.71
H: 0.34726 -3.49396 -2.12570  0.21
H: -0.18387 -1.96578 -2.78465  0.22
H: 1.41881 -2.03349 -2.10271  0.21
H: -1.62423 -1.62928 -1.19377  0.19
H: 1.03830 -0.42925 -0.46862  0.20
H: 0.33357 0.52750 -2.60508  0.20
H: -1.29761 0.77971 -1.86257  0.19
H: 2.10119 3.02349 -0.86677  0.20
H: 1.95685 2.14735 -2.43695  0.21
H: 2.35129 1.26069 -0.75191  0.17
H: 0.25969 3.31921 0.50641  0.20
H: -1.20715 2.70053 0.15052  0.19
H: 1.14627 1.24314 1.50905  0.20
H: -1.64838 1.56847 2.63248  0.20
H: -0.29581 2.62084 2.84701  0.20
H: -0.21712 1.00070 3.46805  0.21
H: -1.72082 0.26041 0.61389  0.20
H: -1.49352 -1.48938 2.02865  0.21
H: 0.16308 -1.07699 2.36899  0.21
H: 0.89676 -2.48558 0.64917  0.14
H: -0.84286 -4.19143 0.14906  0.47



Computed, not measured: a structure of composition C11H22AsMnN2O8, with ωB97M-V with the def2-TZVPD basis set.

Properties
expectation value of S²	8.80
total charge	-1
orbital gap (spin up / spin down)	6.088 / 8.800	eV
HOMO energy (spin up / spin down)	-3.6 / -6.3	eV
spin multiplicity	6

Last column: natural (NBO) charge in e.
CARTESIAN COORDINATES (ANGSTROEM)
Mn: 0.15795 -0.87576 -0.04556  1.66
O: 1.43818 0.82163 0.40482  -0.74
C: 1.64748 1.15670 1.76806  -0.08
C: 0.28519 1.14568 2.45026  -0.23
N: -0.25060 -0.19613 2.35612  -0.47
C: -1.69476 -0.34882 2.44859  -0.33
C: -2.10987 -1.64539 1.70908  0.79
O: -3.04552 -2.30830 2.13107  -0.67
O: -1.42327 -1.86316 0.65351  -0.77
C: 0.45699 -1.13794 3.20532  -0.35
C: 1.60904 -1.77662 2.41819  0.79
O: 2.59523 -2.18734 3.00673  -0.66
O: 1.41254 -1.79329 1.14958  -0.78
H: 2.21203 0.37723 0.02152  0.53
H: 2.30209 0.41903 2.23978  0.18
H: 2.10731 2.14623 1.86080  0.17
H: 0.39350 1.49457 3.48841  0.17
H: -0.37992 1.82367 1.91658  0.21
H: -2.05649 -0.39762 3.48164  0.19
H: -2.19085 0.47796 1.93705  0.22
H: 0.85374 -0.67527 4.11415  0.20
H: -0.21503 -1.94816 3.49664  0.23
N: 0.85860 -2.78319 -1.41569  -0.85
C: 1.62838 -2.25021 -2.53786  -0.33
C: 2.35233 -0.95037 -2.13296  0.81
O: 3.31629 -0.58741 -2.79162  -0.67
O: 1.84983 -0.33429 -1.12928  -0.80
H: 1.48010 -3.14151 -0.69886  0.39
H: 0.22763 -3.51946 -1.69966  0.38
H: 0.93844 -1.99051 -3.34345  0.21
H: 2.37578 -2.94066 -2.93408  0.19
C: -2.35310 1.79248 -2.88101  -0.98
As: -0.86697 1.79499 -1.57167  1.42
C: 0.56865 1.71085 -3.10024  -0.92
C: -2.35195 2.42934 -0.00504  -0.88
O: -0.90676 0.11591 -1.15026  -1.13
H: -2.67811 2.80877 -3.10896  0.21
H: -3.18486 1.24511 -2.43747  0.23
H: -2.04725 1.29714 -3.80198  0.22
H: 0.41916 2.58120 -3.73972  0.20
H: 0.38196 0.78276 -3.64116  0.21
H: 1.56892 1.70263 -2.67719  0.24
H: -2.99507 3.15941 -0.49162  0.19
H: -1.81463 2.86110 0.83371  0.19
H: -2.87232 1.50700 0.24373  0.21



Computed, not measured: a cluster of 6 separate species, C11H22BrCl10N2O in total, with ωB97M-V with the def2-TZVPD basis set.

Properties
total charge	-1
orbital gap	4.456	eV
energy above the lowest of the compared OMol25 structures with the same formula, charge and spin	67.68	kJ/mol
HOMO energy	-2.3	eV
spin multiplicity	1

Last column: natural (NBO) charge in e.
CARTESIAN COORDINATES (ANGSTROEM)
C: 0.53524 0.46412 1.72086  -0.73
C: 0.13282 1.36098 0.58717  0.73
O: 0.14992 0.95771 -0.52112  -0.59
N: -0.18938 2.70206 0.90018  -0.69
C: -1.64902 2.95338 1.03650  -0.22
C: -2.30780 2.18810 2.17540  -0.42
C: -3.64827 1.52974 1.83997  -0.41
C: -3.68721 0.69934 0.56761  -0.27
N: -3.48394 -0.71151 0.91139  -0.82
Br: -2.58852 -1.53645 -0.57760  -0.11
H: 1.31217 -0.20921 1.41266  0.23
H: 0.81240 1.09430 2.55532  0.22
H: -0.34506 -0.10213 2.00264  0.27
H: 0.12126 3.26583 0.11610  0.37
H: -1.73167 4.00848 1.26195  0.18
H: -2.14328 2.80558 0.08188  0.19
H: -2.47843 2.89347 2.97866  0.20
H: -1.66583 1.43390 2.59707  0.21
H: -4.46681 2.23371 1.86259  0.18
H: -3.85893 0.83544 2.64553  0.22
H: -2.94004 0.99408 -0.16439  0.16
H: -4.68869 0.83572 0.11480  0.12
C: 1.60104 -3.24838 0.17533  -0.40
Cl: 2.99789 -4.33888 0.21458  -0.05
Cl: 0.85577 -3.01954 1.74940  -0.01
H: 1.92837 -2.27835 -0.17523  0.22
H: 0.85701 -3.65540 -0.50009  0.23
C: -6.36024 4.87250 0.62130  -0.40
Cl: -4.65380 4.50516 0.86916  0.00
Cl: -7.31719 4.59164 2.08408  -0.03
H: -6.45766 5.91483 0.34141  0.21
H: -6.73865 4.23282 -0.16761  0.22
C: 2.20666 -0.20284 -2.28049  -0.39
Cl: 2.65129 0.27701 -3.92573  -0.05
Cl: 3.59726 -0.88547 -1.40980  -0.06
H: 1.84839 0.66569 -1.74199  0.26
H: 1.42518 -0.95190 -2.33294  0.23
C: 5.03511 -6.40238 2.95890  -0.39
Cl: 5.69797 -6.20425 1.33500  -0.02
Cl: 5.66981 -7.84782 3.76030  -0.04
H: 5.30069 -5.53402 3.54936  0.22
H: 3.95768 -6.49073 2.88293  0.23
C: 4.94504 -1.02012 -6.69877  -0.39
Cl: 3.96697 0.43570 -6.89315  -0.02
Cl: 5.87241 -1.39432 -8.15945  -0.04
H: 5.63607 -0.86511 -5.87888  0.22
H: 4.28601 -1.85249 -6.48280  0.23



Computed, not measured: a structure of composition C11H22Cl22, with ωB97M-V with the def2-TZVPD basis set.

Properties
orbital gap	8.242	eV
energy above the lowest of the compared OMol25 structures with the same formula, charge and spin	3792.37	kJ/mol
HOMO energy	-8.4	eV
spin multiplicity	1

Last column: natural (NBO) charge in e.
CARTESIAN COORDINATES (ANGSTROEM)
C: 25.79202 -0.74717 7.32069  -0.40
Cl: 26.21576 -2.45020 7.22711  -0.03
Cl: 26.79143 0.21742 6.20512  0.01
H: 24.77590 -0.57467 6.96594  0.19
H: 26.00531 -0.43278 8.34234  0.24
C: 26.74373 2.51125 5.90475  -0.45
Cl: 27.08655 3.86540 4.84993  -0.05
Cl: 25.87564 3.07225 7.36527  0.04
H: 26.18448 1.72575 5.39649  0.23
H: 27.70432 2.07949 6.18574  0.22
C: 22.45695 -0.14649 9.10075  -0.42
Cl: 20.89186 0.68867 9.44097  0.07
Cl: 22.41332 -0.81859 7.51476  0.01
H: 23.25977 0.58846 9.15935  0.21
H: 22.59505 -0.98966 9.77758  0.25
C: 20.36231 1.05169 5.86909  -0.40
Cl: 21.77273 1.44933 6.89101  -0.02
Cl: 19.42087 -0.27019 6.68629  -0.06
H: 19.77144 1.96587 5.81208  0.23
H: 20.67073 0.70628 4.88234  0.23
C: 23.69912 2.49940 7.58157  -0.43
Cl: 24.34500 0.89456 7.33534  -0.04
Cl: 24.39116 3.25442 9.05984  0.02
H: 23.90047 3.08645 6.68551  0.15
H: 22.64389 2.34529 7.80705  0.18
C: 23.26269 1.87834 3.86353  -0.37
Cl: 23.96228 2.73761 5.28376  0.03
Cl: 22.49104 0.32273 4.31428  -0.01
H: 22.62951 2.55221 3.28641  0.23
H: 24.14779 1.57827 3.30259  0.24
C: 26.79441 2.16331 9.43999  -0.43
Cl: 27.53521 0.72695 8.62198  -0.06
Cl: 27.18569 2.25066 11.14597  -0.04
H: 27.16805 3.06873 8.96177  0.23
H: 25.72463 2.00945 9.29853  0.21
C: 21.32541 4.48238 9.05924  -0.46
Cl: 22.85825 5.21766 9.51815  -0.01
Cl: 21.51768 2.73538 9.19161  -0.02
H: 20.54229 4.82264 9.73676  0.23
H: 21.07916 4.60966 8.00508  0.22
C: 25.46454 5.07480 10.02452  -0.43
Cl: 25.28954 6.77724 10.39906  -0.01
Cl: 26.53043 4.88271 8.63484  0.03
H: 25.91784 4.56449 10.87434  0.25
H: 24.47500 4.66886 9.81444  0.18
C: 21.43016 4.11101 5.76997  -0.42
Cl: 22.77525 4.49302 6.84741  0.05
Cl: 19.88744 3.97416 6.60381  0.01
H: 21.40294 4.78315 4.91230  0.24
H: 21.63154 3.10163 5.41123  0.22
C: 24.88796 5.35145 6.79930  -0.55
Cl: 24.55639 5.45509 5.04067  -0.05
Cl: 23.89937 6.43576 7.81453  0.00
H: 24.85158 4.34230 7.20968  0.26
H: 25.94448 5.60923 6.87290  0.23



| no. | calculated total energy (eV) |
| --- | --- |
| 1 | -15283.546 |
| 2 | -123285.259 |
| 3 | -212057.297 |
| 4 | -287218.259 |